Record 1
A single C4H4N2OS molecule, computed with ωB97M-V/def2-TZVPD.

Output
ΔE to the lowest compared entry with this formula, charge and spin = 51.4 kcal/mol
Orbital gap = 8.36 eV
Total energy = -20073.4988 eV
SMILES string = Oc1nccnc1S
LUMO energy = -0.2 eV

Last column: natural (NBO) charge in e.
Positions of all 12 atoms, in Å:
C 0.56 0.20 0.74  -0.101
C 0.45 0.36 -1.51  -0.005
C -0.87 -0.15 -1.54  0.027
C -0.68 -0.59 0.65  0.436
H 1.89 1.80 1.54  0.214
H 0.93 0.57 -2.56  0.192
H -1.58 0.01 -2.41  0.198
H -0.59 -1.23 2.28  0.477
N 1.05 0.69 -0.42  -0.402
N -1.34 -0.67 -0.53  -0.408
O -1.23 -1.42 1.52  -0.603
S 1.42 0.44 2.25  -0.025

***

Record 2
2 unconnected molecules or ions with the total composition C3H2O3, computed with ωB97M-V/def2-TZVPD.

Output
ΔE to the lowest compared entry with this formula, charge and spin = 175.8 kcal/mol
Orbital gap (spin up / spin down) = 7.71 / 7.56 eV
Total energy = -9277.9011 eV
LUMO energy (spin up / spin down) = -2.0 / -2.4 eV

Last column: natural (NBO) charge in e.
Positions of all 8 atoms, in Å:
C -0.65 -1.40 1.12  0.751
C 0.77 1.13 0.16  -0.305
C -0.16 1.28 -0.65  0.469
O 0.12 -0.46 1.27  -0.485
O -0.91 1.66 -1.65  -0.466
O -0.60 -2.11 -0.15  -0.727
H 0.09 -2.19 -0.63  0.482
H 1.34 2.09 0.53  0.281

***

Record 3
2 unconnected molecules or ions with the total composition C5H8O, computed with ωB97M-V/def2-TZVPD.

Output
ΔE to the lowest compared entry with this formula, charge and spin = 99.6 kcal/mol
Orbital gap = 9.40 eV
Total energy = -7357.9380 eV
LUMO energy = 0.9 eV

Last column: natural (NBO) charge in e.
Positions of all 14 atoms, in Å:
C -1.10 -0.75 0.99  -0.387
C -0.29 0.49 0.84  -0.278
C 1.19 0.29 0.77  -0.102
O 1.37 -0.69 -0.32  -0.476
C 0.31 -0.95 -1.03  0.309
C -0.82 -0.21 -0.39  -0.390
H -0.61 -1.67 1.29  0.219
H -2.13 -0.65 1.35  0.230
H -0.69 1.45 1.16  0.239
H 1.65 -0.16 1.66  0.201
H 1.74 1.19 0.49  0.199
H 0.52 0.38 -2.85  0.013
H 0.49 1.12 -2.94  -0.019
H -1.64 0.15 -1.00  0.243

***

Record 4
A gas-phase ion, CH4N2O2PS2 (charge -1), computed with ωB97M-V/def2-TZVPD.

Output
ΔE to the lowest compared entry with this formula, charge and spin = 3.9 kcal/mol
Charge = -1
Orbital gap = 8.01 eV
Total energy = -39141.0690 eV
SMILES string = NC(=S)S[P@](N)(=O)[O-]
LUMO energy = 3.4 eV

Last column: natural (NBO) charge in e.
Positions of all 12 atoms, in Å:
C 1.85 0.67 0.87  -0.070
N 1.79 0.78 -0.48  -0.819
N -2.39 -1.18 0.35  -1.186
O -0.19 -1.27 -1.21  -1.163
O -1.36 0.96 -0.77  -1.141
P -1.00 -0.38 -0.28  2.179
S 3.05 1.41 1.74  -0.282
S 0.54 -0.21 1.60  -0.133
H 2.04 1.71 -0.80  0.404
H 1.18 0.10 -0.89  0.430
H -2.41 -2.07 -0.14  0.390
H -3.11 -0.53 0.03  0.391

***

Record 5
A single C5H5N5O molecule, computed with ωB97M-V/def2-TZVPD.

Output
ΔE to the lowest compared entry with this formula, charge and spin = 136.3 kcal/mol
Orbital gap = 8.01 eV
Total energy = -14758.3954 eV
SMILES string = COc1[nH]nc2nncnc12
LUMO energy = -1.1 eV

Last column: natural (NBO) charge in e.
Positions of all 16 atoms, in Å:
C 2.56 -1.12 0.02  -0.272
C 0.78 0.74 0.01  0.459
C -1.40 1.19 -0.04  0.220
C -2.26 -1.34 -0.04  0.157
C -0.42 0.04 -0.17  -0.046
H 3.58 -0.97 -0.26  0.218
H 2.33 -1.29 1.17  0.203
H 1.66 -1.78 -0.58  0.232
H 1.13 2.76 0.28  0.428
H -2.78 -2.23 0.29  0.191
N 0.53 2.01 0.08  -0.337
N -0.86 2.34 -0.05  -0.247
N -2.77 0.94 -0.08  -0.128
N -3.26 -0.32 -0.28  -0.166
N -0.93 -1.31 0.08  -0.379
O 2.11 0.34 -0.44  -0.533

***

Record 6
5 unconnected molecules or ions with the total composition C2H12O5, computed with ωB97M-V/def2-TZVPD.

Output
ΔE to the lowest compared entry with this formula, charge and spin = 7.1 kcal/mol
Orbital gap = 10.99 eV
Total energy = -12505.8731 eV
SMILES string = CC=O.O.O.O.O
LUMO energy = 0.6 eV

Last column: natural (NBO) charge in e.
Positions of all 19 atoms, in Å:
O -0.71 -1.13 0.18  -0.554
C -1.15 -1.82 -0.70  0.457
C -2.01 -3.03 -0.50  -0.724
H -0.75 -1.65 -1.72  0.118
H -2.97 -2.95 -1.02  0.239
H -2.17 -3.15 0.58  0.232
H -1.44 -3.87 -0.89  0.240
H 3.35 2.20 -1.83  0.462
H 1.91 1.68 -1.74  0.494
O 2.81 1.41 -1.99  -0.962
H -1.57 0.01 1.50  0.489
H -2.21 1.35 1.30  0.456
O -1.65 0.89 1.94  -0.953
H 2.79 0.34 1.34  0.482
H 1.51 0.20 2.17  0.483
O 1.89 0.66 1.43  -0.954
H -0.52 2.29 -0.15  0.472
H 0.77 1.67 0.15  0.505
O 0.30 2.04 -0.62  -0.981

***

Number 1: strongest force on any atom 5.53 eV/Å. Number 2: strongest force on any atom 13.09 eV/Å. Number 3: strongest force on any atom 0.44 eV/Å. Number 4: strongest force on any atom 2.50 eV/Å. Number 5: strongest force on any atom 6.09 eV/Å. Number 6: strongest force on any atom 1.20 eV/Å.